{"formula": "C47H38CrN4O2P2S4", "method": "ωB97M-V with the def2-TZVPD basis set", "symbols": ["Cr", "S", "P", "C", "P", "S", "C", "C", "C", "C", "C", "C", "C", "C", "C", "C", "C", "C", "C", "C", "C", "C", "C", "C", "C", "C", "C", "C", "C", "C", "H", "H", "H", "H", "H", "H", "H", "H", "H", "H", "H", "H", "H", "H", "H", "H", "H", "H", "H", "H", "N", "C", "C", "C", "C", "C", "C", "C", "C", "C", "C", "C", "C", "C", "H", "H", "H", "H", "H", "H", "H", "H", "H", "H", "N", "C", "C", "C", "C", "C", "C", "S", "O", "O", "N", "C", "S", "C", "C", "N", "H", "H", "H", "H", "H", "H", "H", "H"], "xyz": [[-0.5399, 0.8659, -0.4052], [2.7727, -0.1173, 1.8609], [0.9745, -0.8272, 2.1789], [-0.3317, 0.1669, 1.5260], [-1.9995, -0.3046, 1.6654], [-2.8995, 0.8938, 0.3219], [-2.7846, 0.0595, 3.2792], [-2.1152, 0.9196, 4.1425], [-2.6688, 1.2480, 5.3698], [-3.8978, 0.7190, 5.7361], [-4.5971, -0.0927, 4.8526], [-4.0522, -0.4081, 3.6169], [-2.5640, -2.0215, 1.3013], [-2.5908, -2.3994, -0.0391], [-2.9645, -3.6806, -0.4039], [-3.2832, -4.6184, 0.5664], [-3.2464, -4.2572, 1.9030], [-2.8972, -2.9660, 2.2704], [1.0169, -2.5597, 1.5779], [0.9476, -2.7440, 0.1994], [1.0738, -4.0125, -0.3397], [1.2460, -5.1097, 0.4925], [1.3342, -4.9288, 1.8635], [1.2401, -3.6552, 2.4058], [0.7074, -1.0095, 3.9918], [1.4354, -0.1968, 4.8551], [1.1941, -0.2286, 6.2213], [0.2330, -1.0847, 6.7413], [-0.4820, -1.9135, 5.8899], [-0.2489, -1.8687, 4.5247], [-1.1542, 1.3132, 3.8313], [-2.1342, 1.9052, 6.0443], [-4.3189, 0.9453, 6.7085], [-5.5692, -0.4823, 5.1307], [-4.6090, -1.0091, 2.9091], [-2.3255, -1.6755, -0.7977], [-2.9950, -3.9476, -1.4534], [-3.5554, -5.6279, 0.2831], [-3.4905, -4.9827, 2.6700], [-2.9168, -2.6943, 3.3163], [0.8053, -1.8804, -0.4428], [1.0306, -4.1482, -1.4139], [1.3210, -6.1057, 0.0722], [1.4838, -5.7820, 2.5152], [1.3613, -3.5096, 3.4710], [2.2020, 0.4445, 4.4372], [1.7632, 0.4126, 6.8840], [0.0467, -1.1116, 7.8083], [-1.2275, -2.5904, 6.2903], [-0.7978, -2.5218, 3.8619], [1.1084, 0.9918, -0.7939], [2.3341, 1.1771, -1.0583], [3.0241, 0.1836, -1.9161], [2.2898, -0.4565, -2.9166], [2.8767, -1.4306, -3.7050], [4.2060, -1.7792, -3.5083], [4.9364, -1.1622, -2.5024], [4.3517, -0.1901, -1.7072], [3.0431, 2.3493, -0.4961], [4.2031, 2.8654, -1.0761], [4.8800, 3.9175, -0.4794], [4.3988, 4.4802, 0.6933], [3.2106, 4.0143, 1.2416], [2.5344, 2.9633, 0.6518], [1.2516, -0.1804, -3.0580], [2.2938, -1.9208, -4.4750], [4.6666, -2.5419, -4.1239], [5.9671, -1.4471, -2.3310], [4.9076, 0.2521, -0.8919], [4.5687, 2.4487, -2.0051], [5.7911, 4.2933, -0.9292], [4.9442, 5.2848, 1.1709], [2.8134, 4.4633, 2.1431], [1.6177, 2.5756, 1.0772], [0.0425, 5.1812, -7.3536], [-0.4007, 4.5917, -6.1752], [-1.7628, 4.3565, -5.9744], [-2.2079, 3.8206, -4.7803], [-1.2962, 3.5162, -3.7818], [0.0593, 3.7501, -3.9611], [0.5034, 4.2887, -5.1524], [-1.8622, 2.7459, -2.2865], [-3.3002, 2.7705, -2.3182], [-1.1813, 3.3629, -1.1722], [-1.2507, 1.2528, -2.3309], [-1.7276, 0.2540, -3.1010], [-2.8068, 0.4617, -4.4848], [-2.7213, -1.2497, -4.7681], [-1.9301, -1.8252, -3.8376], [-1.3744, -0.9896, -2.9071], [-0.5728, 5.0892, -8.1432], [1.0144, 5.0505, -7.5747], [-2.4667, 4.5901, -6.7650], [-3.2557, 3.6217, -4.5997], [0.7453, 3.5009, -3.1601], [1.5595, 4.4774, -5.3076], [-3.2539, -1.7083, -5.5840], [-1.7047, -2.8813, -3.7773]], "forces_ev_per_angstrom": [[-2.27, -0.12, 1.06], [0.52, 0.08, 0.15], [-0.57, 0.51, -0.08], [-0.28, -1.60, 0.22], [0.41, 0.51, 0.37], [-0.08, -0.07, -0.25], [0.15, 0.01, -0.07], [0.06, -0.10, -0.02], [0.00, 0.00, 0.03], [-0.02, 0.02, 0.05], [-0.06, -0.02, -0.01], [0.06, 0.09, 0.05], [0.29, 0.01, 0.08], [-0.01, 0.04, 0.06], [0.08, -0.02, -0.11], [0.00, -0.06, 0.01], [-0.02, -0.09, 0.08], [0.04, 0.09, -0.05], [-0.15, 0.16, 0.03], [-0.08, -0.02, 0.05], [-0.06, 0.00, -0.14], [0.02, -0.09, 0.00], [0.04, -0.06, 0.04], [0.01, 0.06, -0.08], [0.01, 0.09, -0.07], [-0.02, -0.03, 0.02], [-0.02, 0.01, 0.02], [0.02, 0.01, 0.04], [-0.08, -0.02, 0.04], [0.03, 0.07, -0.07], [0.03, -0.03, 0.05], [0.00, -0.01, 0.01], [-0.01, 0.03, -0.01], [-0.01, 0.02, -0.02], [-0.02, -0.05, 0.05], [-0.01, -0.03, -0.07], [0.01, 0.00, 0.00], [-0.02, 0.01, 0.00], [-0.02, 0.01, -0.01], [0.08, 0.00, 0.05], [-0.02, -0.04, -0.05], [-0.02, 0.02, 0.00], [0.01, 0.01, -0.01], [0.02, 0.01, -0.01], [-0.03, -0.06, -0.01], [-0.02, 0.02, 0.00], [0.00, 0.00, -0.01], [0.00, 0.00, 0.00], [-0.01, 0.00, -0.01], [-0.10, -0.05, -0.02], [2.41, 0.24, -0.67], [-0.43, 0.02, 0.03], [0.13, -0.31, -0.16], [-0.02, 0.17, 0.06], [0.03, -0.04, -0.07], [-0.02, -0.01, 0.04], [0.07, -0.03, -0.05], [-0.15, 0.06, 0.09], [0.17, 0.40, 0.03], [-0.17, -0.13, -0.01], [0.07, 0.08, 0.01], [-0.01, 0.00, -0.05], [-0.02, 0.06, 0.02], [-0.04, -0.18, -0.11], [-0.01, -0.05, 0.00], [-0.01, 0.01, 0.00], [0.00, 0.00, -0.01], [-0.01, -0.01, 0.03], [0.02, 0.03, 0.00], [0.06, -0.06, 0.02], [-0.01, 0.01, -0.01], [-0.02, 0.02, 0.00], [0.01, 0.00, 0.00], [0.06, 0.00, 0.08], [-0.01, 0.11, 0.02], [-0.13, 0.01, 0.12], [0.11, 0.02, -0.06], [0.08, -0.03, 0.08], [-0.23, -0.13, 0.22], [-0.02, -0.04, -0.01], [0.05, 0.00, -0.03], [0.08, 0.00, -0.35], [-0.03, 0.02, -0.20], [0.12, 0.03, -0.08], [-0.04, 0.57, 0.07], [-0.36, -0.11, -0.60], [0.16, -0.32, 0.22], [-0.03, 0.24, -0.04], [-0.01, 0.03, -0.05], [0.20, 0.07, 0.20], [0.05, -0.04, -0.06], [0.00, -0.06, -0.05], [-0.01, 0.02, 0.01], [-0.02, 0.03, -0.06], [0.06, 0.02, -0.04], [0.01, 0.00, 0.03], [-0.01, -0.03, 0.02], [-0.04, -0.01, -0.03]], "energy_ev": -149755.2970, "spin_multiplicity": 4, "total_charge": -1, "e_above_lowest_kcal_mol": 14.0, "s2": 3.934, "lumo_ha": [0.0839, 0.0834]}